{"formula": "C22H66N9O5P3S2", "method": "wB97M-V/def2-TZVPD", "total_energy_ha": -3567.19737, "e_homo_ev": -8.1, "relative_energy_kcal_mol": 100.5, "lumo_ev": 0.577, "homo_lumo_gap_ha": 0.321, "symbols": ["O", "P", "N", "C", "C", "N", "C", "C", "N", "C", "C", "H", "H", "H", "H", "H", "H", "H", "H", "H", "H", "H", "H", "H", "H", "H", "H", "H", "H", "O", "P", "N", "C", "C", "N", "C", "C", "N", "C", "C", "H", "H", "H", "H", "H", "H", "H", "H", "H", "H", "H", "H", "H", "H", "H", "H", "H", "H", "O", "P", "N", "C", "C", "N", "C", "C", "N", "C", "C", "H", "H", "H", "H", "H", "H", "H", "H", "H", "H", "H", "H", "H", "H", "H", "H", "H", "H", "C", "S", "O", "C", "H", "H", "H", "H", "H", "H", "C", "S", "O", "C", "H", "H", "H", "H", "H", "H"], "positions_angstrom": [[-0.278, -2.436, -21.380], [-0.696, -1.136, -20.912], [-0.151, 0.114, -22.002], [1.223, 0.530, -21.975], [-0.849, 0.130, -23.325], [-0.285, -0.656, -19.347], [-0.194, -1.710, -18.300], [-0.349, 0.735, -18.896], [-2.408, -0.887, -20.857], [-3.342, -1.985, -20.543], [-3.144, 0.431, -20.682], [1.421, 0.919, -20.976], [1.369, 1.291, -22.741], [1.791, -0.371, -22.205], [-1.503, 0.982, -23.509], [-1.437, -0.784, -23.417], [-0.093, 0.059, -24.106], [0.445, -2.514, -18.666], [0.158, -1.366, -17.327], [-1.183, -2.082, -18.031], [0.432, 0.845, -18.143], [-0.213, 1.481, -19.679], [-1.357, 0.927, -18.528], [-3.941, -2.095, -21.447], [-2.785, -2.900, -20.340], [-4.064, -1.815, -19.744], [-3.468, 0.476, -19.643], [-3.941, 0.645, -21.394], [-2.353, 1.179, -20.636], [-5.193, -9.668, -27.175], [-5.273, -8.924, -25.910], [-3.806, -9.176, -25.044], [-2.501, -9.361, -25.732], [-3.592, -8.610, -23.697], [-6.444, -9.396, -24.806], [-6.857, -8.649, -23.582], [-6.725, -10.802, -24.810], [-5.481, -7.230, -26.049], [-6.795, -6.796, -26.410], [-4.462, -6.360, -26.624], [-2.078, -8.357, -25.720], [-2.673, -9.708, -26.751], [-1.856, -10.056, -25.194], [-4.093, -7.647, -23.605], [-2.518, -8.460, -23.582], [-3.967, -9.218, -22.873], [-6.805, -7.588, -23.827], [-7.929, -8.846, -23.570], [-6.383, -8.883, -22.628], [-5.983, -11.225, -24.133], [-7.688, -11.064, -24.372], [-6.628, -11.302, -25.774], [-7.620, -7.199, -25.821], [-6.911, -5.713, -26.363], [-7.016, -7.130, -27.424], [-4.085, -6.731, -27.578], [-3.528, -6.396, -26.063], [-4.789, -5.321, -26.647], [3.803, -12.116, -34.712], [3.191, -12.901, -33.662], [1.410, -12.710, -33.716], [0.790, -13.148, -34.956], [0.793, -11.528, -33.012], [3.711, -12.610, -32.072], [3.011, -13.179, -30.876], [5.125, -12.270, -31.819], [3.295, -14.636, -33.736], [4.458, -15.263, -34.339], [2.515, -15.552, -32.921], [-0.280, -13.004, -35.112], [0.997, -14.215, -35.035], [1.235, -12.663, -35.825], [1.430, -11.114, -32.231], [-0.184, -11.752, -32.582], [0.554, -10.710, -33.693], [3.455, -14.057, -30.408], [2.928, -12.460, -30.062], [1.986, -13.446, -31.134], [5.533, -11.810, -32.719], [5.207, -11.525, -31.027], [5.722, -13.163, -31.634], [5.393, -15.198, -33.782], [4.272, -16.331, -34.460], [4.513, -14.783, -35.316], [1.529, -15.306, -32.526], [3.079, -15.924, -32.066], [2.267, -16.511, -33.378], [3.209, -4.975, -28.512], [3.001, -4.252, -30.198], [1.696, -4.699, -30.846], [4.256, -5.385, -31.056], [3.226, -6.064, -28.477], [2.557, -4.558, -27.744], [4.145, -4.653, -28.056], [4.015, -5.380, -32.119], [4.066, -6.408, -30.730], [5.245, -4.977, -30.845], [8.386, -3.048, -38.550], [9.189, -1.990, -37.167], [8.473, -2.382, -35.867], [10.714, -2.992, -37.117], [8.684, -4.078, -38.350], [8.900, -2.672, -39.434], [7.349, -3.027, -38.885], [11.227, -2.884, -38.072], [10.590, -4.047, -36.871], [11.377, -2.536, -36.382]]}